1.
{
  "formula": "C25H40BrCl3N3O3SiZn",
  "method": "wB97M-V/def2-TZVPD",
  "elements": ["C", "C", "H", "H", "H", "C", "C", "H", "H", "H", "H", "Zn", "Cl", "Cl", "C", "O", "N", "C", "C", "H", "H", "H", "H", "H", "H", "H", "H", "H", "C", "C", "N", "H", "C", "O", "H", "H", "H", "H", "O", "C", "C", "C", "H", "C", "H", "C", "H", "C", "C", "H", "H", "H", "Si", "Cl", "C", "C", "C", "H", "H", "H", "H", "H", "H", "H", "H", "H", "Br", "C", "C", "C", "C", "N", "C", "H", "H", "H", "H"],
  "coordinates": [[0.8964, 0.3648, -3.6029], [1.8108, -0.0314, -2.4946], [1.4637, 0.6460, -4.4993], [0.2689, 1.2200, -3.3040], [0.2272, -0.4705, -3.8427], [3.0721, 0.4184, -2.4013], [3.7421, 1.2694, -3.4235], [3.7028, 0.1214, -1.5639], [3.0479, 1.9558, -3.9261], [4.2446, 0.6664, -4.1932], [4.5213, 1.8621, -2.9325], [-1.7456, -0.3910, -1.0836], [-2.0966, -2.4515, -1.7936], [-2.1015, 2.0051, -1.0298], [0.6659, -1.9782, 2.6006], [0.0911, -0.9175, 2.8543], [1.6976, -2.4919, 3.3185], [2.1803, -1.8014, 4.5037], [2.2436, -3.8166, 3.0533], [0.3875, -2.6233, 1.7394], [1.6175, -0.8697, 4.6137], [3.2550, -1.5879, 4.4050], [2.0440, -2.4371, 5.3906], [1.9069, -4.1543, 2.0667], [1.9129, -4.5397, 3.8153], [3.3418, -3.7910, 3.0614], [0.9088, 3.0182, -1.2469], [3.2990, 2.0382, 0.0175], [0.8587, 3.4921, -0.2489], [2.8470, 2.5609, 0.8772], [1.3972, 2.5970, 0.7610], [-0.1792, 3.7390, -0.0004], [0.5562, 1.8984, 1.5835], [-0.6647, 1.9708, 1.5323], [3.1318, 2.0482, 1.8045], [1.0858, 1.2627, 2.3249], [1.4805, 4.3982, -0.2738], [3.2355, 3.5898, 0.8907], [0.2492, -0.0942, -0.7251], [1.1620, -0.8642, -1.3863], [2.6671, -0.7265, 0.6574], [2.2307, -1.4510, -0.4517], [2.0793, 0.1515, 0.9511], [3.8415, -1.1031, 1.3230], [0.6524, -1.7200, -1.8718], [2.8586, -2.6448, -0.8014], [4.2111, -0.4942, 2.1523], [4.5276, -2.2447, 0.9060], [4.0170, -3.0330, -0.1286], [2.4363, -3.2291, -1.6259], [5.4468, -2.5455, 1.4119], [4.5247, -3.9517, -0.4263], [-3.7550, 1.4807, -2.3884], [-2.2747, 0.4670, -3.6507], [-4.5382, 3.2103, -1.9698], [-4.7312, 0.0943, -1.5608], [-4.9361, 1.5815, -3.9794], [-3.8049, 3.9632, -1.6533], [-5.2402, 3.0417, -1.1386], [-5.1227, 3.6192, -2.8064], [-4.6317, 2.4404, -4.5926], [-5.9713, 1.7509, -3.6461], [-4.9088, 0.6650, -4.5775], [-4.2504, -0.3784, -0.6989], [-4.9029, -0.6849, -2.3168], [-5.6867, 0.5312, -1.2496], [-4.7933, 1.8439, 3.6828], [-3.8596, 0.4026, 2.8730], [-3.8141, -0.8565, 3.4733], [-3.1605, -1.8839, 2.7895], [-2.5773, -1.6196, 1.5514], [-2.6467, -0.4161, 0.9744], [-3.1766, 0.6061, 1.6703], [-4.2424, -0.9988, 4.4582], [-3.0839, -2.8944, 3.1784], [-2.0651, -2.4046, 0.9758], [-3.0848, 1.5997, 1.2642]],
  "forces_ev_per_angstrom": [[0.02, 0.07, -0.23], [0.94, 0.14, 0.69], [-0.24, -0.10, 0.12], [0.17, -0.35, -0.09], [0.10, 0.27, -0.03], [-0.54, -0.59, -0.07], [0.28, 0.48, -0.18], [-0.18, -0.07, -0.12], [0.24, -0.14, 0.11], [-0.08, 0.09, 0.06], [-0.04, 0.09, -0.19], [1.85, 0.46, 0.76], [-0.13, -0.39, 0.09], [0.42, -0.15, 0.20], [-0.50, 0.84, 0.18], [0.72, -1.30, -0.19], [0.04, -0.20, 0.29], [0.01, -0.14, -0.19], [-0.16, 0.21, -0.03], [0.05, 0.26, 0.22], [0.14, -0.22, 0.00], [-0.22, 0.01, -0.01], [-0.04, 0.17, -0.10], [0.12, 0.07, 0.20], [0.03, 0.14, -0.13], [-0.26, 0.08, -0.10], [-0.18, 0.14, 0.37], [-0.12, 0.08, 0.26], [0.14, -0.24, -0.27], [-0.30, -0.15, -0.12], [-0.05, 0.16, 0.48], [0.31, -0.11, -0.13], [-0.39, 0.37, -0.40], [1.00, 0.08, 0.39], [-0.01, 0.11, -0.23], [-0.19, 0.20, -0.21], [-0.21, -0.08, 0.04], [-0.05, -0.21, 0.13], [-1.44, 0.24, 0.25], [0.00, -0.48, 0.07], [0.27, 0.04, -0.02], [-0.31, 0.26, -0.39], [0.40, -0.57, -0.28], [-0.45, 0.00, -0.26], [0.30, -0.11, -0.11], [0.23, 0.15, 0.19], [-0.04, -0.23, -0.19], [0.04, -0.08, 0.13], [-0.13, -0.11, -0.07], [0.31, 0.17, 0.23], [-0.19, 0.08, -0.13], [-0.04, 0.21, 0.13], [-3.07, 1.17, -2.08], [0.07, 0.01, 0.08], [0.31, 0.41, 0.47], [0.55, -0.23, 0.27], [0.39, -0.64, -0.05], [-0.24, -0.07, 0.07], [0.15, 0.13, 0.01], [0.24, -0.13, 0.31], [-0.07, -0.21, -0.06], [0.20, 0.02, -0.02], [-0.06, 0.11, -0.15], [-0.39, 0.01, -0.10], [0.01, 0.23, 0.22], [0.10, -0.10, -0.01], [0.22, -0.17, -0.05], [0.75, -0.56, -0.26], [0.16, 0.08, -0.43], [0.14, 0.27, -0.09], [-0.44, -0.04, -0.05], [0.52, 0.15, 0.69], [-0.56, -0.53, 0.13], [-0.12, -0.13, -0.13], [-0.05, 0.22, 0.17], [-0.38, 0.40, 0.22], [-0.08, -0.03, -0.27]],
  "mulliken_charge": [-1.637, 0.240, 0.460, 0.126, 0.366, 0.410, -1.772, 0.522, 0.410, 0.271, 0.389, 0.998, -0.632, -0.446, 0.127, -0.629, 0.420, -0.992, -1.020, 0.244, 0.234, 0.302, 0.361, 0.280, 0.320, 0.363, 0.091, 0.192, -0.980, -0.789, 0.382, 0.302, -0.212, -0.483, 0.274, 0.508, 0.365, 0.383, -0.053, 0.355, 1.751, -0.755, -0.714, -0.811, 0.473, -0.468, 0.432, -0.842, -0.806, 0.452, 0.376, 0.361, 1.046, -0.426, -1.340, -0.979, -1.610, 0.289, 0.327, 0.343, 0.373, 0.352, 0.327, 0.165, 0.272, 0.318, -0.212, -0.416, -0.177, -0.836, -0.659, 0.821, -0.167, 0.402, 0.438, 0.344, 0.504],
  "max_force_ev_per_a": 3.89,
  "homo_lumo_gap_ha": 0.2760,
  "energy_ha": -7390.2192,
  "total_charge": -1,
  "relative_energy_kj_mol": 0.0,
  "lumo_energy_ev": 2.37
}



2.
{
  "formula": "C25H40BrNOP2Pb",
  "method": "wB97M-V/def2-TZVPD",
  "elements": ["C", "C", "C", "C", "N", "C", "C", "C", "C", "C", "C", "C", "C", "C", "Pb", "P", "H", "H", "H", "H", "H", "H", "H", "H", "C", "C", "H", "H", "H", "H", "H", "C", "C", "H", "H", "H", "H", "H", "C", "C", "H", "H", "H", "H", "H", "Br", "P", "C", "C", "H", "H", "H", "H", "H", "C", "C", "H", "H", "H", "H", "H", "C", "C", "H", "H", "H", "H", "H", "O", "H", "H"],
  "coordinates": [[2.0661, 4.2668, -0.1466], [1.0330, 3.8194, -1.0358], [1.4105, 3.5604, -2.3617], [2.7526, 3.5987, -2.7137], [3.7329, 3.9144, -1.8357], [3.3861, 4.2742, -0.5957], [-0.2867, 3.4742, -0.5192], [-1.3760, 3.1844, 0.0013], [-2.5235, 2.7988, 0.8176], [-2.5852, 1.4638, 1.3451], [-3.5607, 1.1142, 2.2842], [-4.6364, 2.0344, 2.5040], [-4.6556, 3.2831, 1.8952], [-3.5244, 3.7079, 1.0968], [-0.6358, -0.1407, 2.9483], [1.7862, -0.4670, 0.8894], [0.6766, 3.3160, -3.1363], [1.8567, 4.6091, 0.8742], [3.1010, 3.3801, -3.7529], [4.2156, 4.5956, 0.0544], [-3.5003, 4.7061, 0.6856], [-2.0009, 0.6677, 0.7659], [-5.5312, 3.9551, 2.0021], [-3.5335, 0.1027, 2.7807], [2.5775, -2.1309, 0.9940], [3.7245, -2.5218, 0.0126], [1.7471, -2.8731, 0.8980], [2.9393, -2.2264, 2.0528], [3.9893, -3.5657, 0.2068], [3.4248, -2.4120, -1.0216], [4.6239, -1.9236, 0.1950], [1.9823, -0.1383, -0.9507], [3.3747, 0.2219, -1.4712], [1.2817, 0.6723, -1.1744], [1.6183, -1.0226, -1.4761], [3.3589, 0.2371, -2.5782], [3.7249, 1.2106, -1.1261], [4.1463, -0.5133, -1.1968], [3.0952, 0.6469, 1.5487], [4.5326, 0.1418, 1.5233], [2.7951, 0.8679, 2.5684], [3.0057, 1.5725, 0.9896], [5.1937, 0.8479, 2.0569], [4.6639, -0.8547, 1.9813], [4.9509, 0.0738, 0.4972], [-6.1228, 1.4131, 3.6127], [-1.4830, -1.6150, -0.2894], [-0.5023, -2.4799, -1.5903], [-1.1672, -3.7175, -2.1705], [0.4570, -2.7274, -1.1382], [-0.3041, -1.7350, -2.3550], [-0.4322, -4.2103, -2.8347], [-1.4907, -4.4323, -1.3972], [-2.0518, -3.4669, -2.7879], [-2.6074, -2.8772, 0.3891], [-3.9395, -3.0781, -0.3436], [-2.7591, -2.5938, 1.4385], [-2.0158, -3.8083, 0.4143], [-4.5458, -3.7460, 0.2636], [-4.4731, -2.1426, -0.4903], [-3.7991, -3.5540, -1.3155], [-2.5459, -0.4778, -1.2635], [-2.9695, -0.9612, -2.6479], [-1.9870, 0.4775, -1.3162], [-3.4196, -0.2505, -0.6290], [-3.5662, -0.1679, -3.1173], [-2.1175, -1.1922, -3.2881], [-3.6043, -1.8515, -2.5932], [-0.4185, -1.8952, 5.0722], [-1.0259, -2.2308, 5.7380], [0.4741, -2.2088, 5.2629]],
  "forces_ev_per_angstrom": [[-0.68, -0.44, -0.82], [0.59, -0.27, 0.87], [-0.11, -0.03, 0.28], [2.45, -0.02, -1.92], [-4.95, -0.05, 0.82], [2.16, 0.63, 0.49], [-2.19, -0.17, 0.99], [2.68, 0.38, -0.78], [0.67, -0.37, -0.42], [0.55, -0.16, -0.43], [-0.39, 0.02, -0.24], [-0.31, -1.05, 0.86], [0.75, 0.48, -0.62], [-1.45, -0.90, 1.03], [0.28, -0.04, 0.02], [1.83, -0.45, -1.18], [0.38, 0.02, 0.27], [0.17, -0.24, -0.48], [-0.45, 0.17, 0.83], [-0.43, -0.07, -0.15], [-0.02, 0.06, -0.01], [-0.45, 1.13, 1.17], [0.74, -0.52, 0.05], [-0.56, 1.04, -0.65], [-0.48, -1.00, 0.98], [-0.14, 0.16, 0.74], [0.57, 0.35, 0.09], [-0.33, -0.04, -0.80], [-0.15, 0.14, -0.08], [-0.04, -0.20, -0.15], [-0.34, -0.37, -0.16], [-0.96, 0.25, 0.19], [0.68, 0.13, -0.21], [-0.03, 0.02, -0.20], [0.03, 0.09, 0.10], [-0.16, 0.05, 0.50], [-0.23, -0.42, -0.12], [-0.51, 0.50, -0.26], [-0.38, 0.06, 0.48], [1.08, -0.23, -0.29], [0.17, 0.23, 0.36], [-0.10, 0.29, -0.03], [-0.44, -0.28, -0.04], [-0.11, 0.65, -0.01], [-0.38, 0.14, 0.80], [1.26, 0.63, -0.88], [-1.46, -1.35, -2.62], [0.79, 0.42, 0.74], [-0.67, -0.55, -0.43], [0.13, -0.27, -0.07], [0.08, 0.14, -0.09], [-0.33, 0.16, 0.38], [0.34, 0.14, -0.47], [0.59, -0.14, 0.35], [0.69, -0.30, 1.14], [0.06, 0.08, -0.23], [-0.36, -0.22, 0.02], [-0.22, 0.32, 0.18], [-0.07, 0.01, 0.10], [-0.16, -0.08, 0.11], [0.04, 0.04, 0.19], [0.14, 1.36, 0.95], [-0.16, -0.38, -0.26], [-0.22, -0.28, -0.29], [0.24, -0.10, -0.25], [0.23, -0.11, 0.13], [-0.15, 0.18, -0.05], [0.17, 0.32, -0.05], [0.25, 0.76, -1.23], [-0.03, -0.17, 0.33], [-0.15, -0.26, 0.42]],
  "mulliken_charge": [-0.298, 0.737, -0.211, -0.506, 0.105, -0.458, -0.230, -0.520, -0.366, 1.770, -0.489, -0.465, -0.471, -0.565, 1.333, 0.459, 0.543, 0.551, 0.438, 0.444, 0.595, -0.243, 0.471, 0.225, -0.738, -1.464, 0.463, 0.683, 0.460, 0.332, 0.313, -0.135, -1.477, 0.313, 0.263, 0.440, 0.141, 0.253, -0.031, -1.351, 0.693, -0.115, 0.450, 0.338, 0.208, -0.057, 1.189, -0.806, -1.341, 0.509, 0.586, 0.425, 0.299, 0.289, -0.899, -1.350, 0.574, 0.549, 0.454, 0.351, 0.265, -0.621, -1.415, 0.371, 0.550, 0.430, 0.359, 0.287, -0.502, 0.297, 0.316],
  "max_force_ev_per_a": 5.02,
  "homo_lumo_gap_ha": [0.1349, 0.1472],
  "energy_ha": -4554.4194,
  "total_charge": 4,
  "relative_energy_kj_mol": 0.0,
  "lumo_energy_ev": [-15.21, -14.88]
}



3.
{
  "formula": "C25H40BrNOP2Pd",
  "method": "wB97M-V/def2-TZVPD",
  "elements": ["C", "C", "C", "C", "N", "C", "C", "C", "C", "C", "C", "C", "C", "C", "Pd", "P", "H", "H", "H", "H", "H", "H", "H", "H", "C", "C", "H", "H", "H", "H", "H", "C", "C", "H", "H", "H", "H", "H", "C", "C", "H", "H", "H", "H", "H", "Br", "P", "C", "C", "H", "H", "H", "H", "H", "C", "C", "H", "H", "H", "H", "H", "C", "C", "H", "H", "H", "H", "H", "O", "H", "H"],
  "coordinates": [[-7.8081, -0.0300, -1.7604], [-6.5484, 0.5498, -2.0517], [-6.5457, 1.6815, -2.9045], [-7.7619, 2.1572, -3.4040], [-8.9576, 1.6076, -3.1280], [-8.9595, 0.5338, -2.3187], [-5.3434, 0.0208, -1.5134], [-4.3019, -0.4365, -1.0482], [-3.0962, -0.9659, -0.5095], [-3.0147, -1.3535, 0.8522], [-1.8260, -1.8721, 1.3755], [-0.6712, -2.0305, 0.5737], [-0.7607, -1.6426, -0.7839], [-1.9423, -1.1205, -1.3195], [1.0289, -2.7769, 1.3332], [1.3579, -0.8420, 2.5936], [-5.6027, 2.1712, -3.1647], [-7.8724, -0.9055, -1.1078], [-7.7735, 3.0339, -4.0663], [-9.9425, 0.0938, -2.1006], [-1.9895, -0.8243, -2.3726], [-3.8978, -1.2412, 1.4897], [0.1130, -1.7490, -1.4377], [-1.7972, -2.1619, 2.4325], [3.1301, -0.8560, 3.1585], [3.7459, 0.4166, 3.7529], [3.6955, -1.1644, 2.2602], [3.1883, -1.7160, 3.8506], [4.6969, 0.1674, 4.2565], [3.9735, 1.1596, 2.9693], [3.0891, 0.8943, 4.4972], [1.0740, 0.7719, 1.7148], [0.0896, 1.7826, 2.3173], [0.7462, 0.4839, 0.7001], [2.0775, 1.2155, 1.5770], [-0.0293, 2.6394, 1.6304], [-0.9086, 1.3344, 2.4587], [0.4263, 2.1769, 3.2893], [0.2644, -0.8312, 4.0976], [0.7064, -0.0319, 5.3301], [0.1731, -1.9006, 4.3572], [-0.7279, -0.5016, 3.7353], [-0.0728, -0.0959, 6.1105], [1.6330, -0.4498, 5.7582], [0.8759, 1.0349, 5.1116], [3.1844, -3.7231, 2.2961], [3.4533, 0.9971, -3.0082], [3.3162, 1.6593, -1.2506], [4.5293, 2.4832, -0.7960], [3.1193, 0.8195, -0.5550], [2.4140, 2.2994, -1.2359], [4.2695, 3.1281, 0.0628], [5.3707, 1.8393, -0.4870], [4.8926, 3.1311, -1.6131], [3.7300, -0.8321, -2.6780], [4.4546, -1.5757, -3.8075], [2.7209, -1.2637, -2.5336], [4.2714, -0.9557, -1.7190], [4.9566, -2.4819, -3.4236], [3.7488, -1.8862, -4.5984], [5.2287, -0.9440, -4.2770], [1.6227, 0.8974, -3.4218], [1.1355, 2.0570, -4.3001], [1.0325, 0.8365, -2.4859], [1.4791, -0.0629, -3.9522], [0.2050, 1.7875, -4.8315], [0.9225, 2.9602, -3.7004], [1.8947, 2.3295, -5.0543], [0.1515, -3.6475, 2.8429], [-0.7615, -3.9646, 2.6396], [0.7238, -4.3148, 3.2957]],
  "forces_ev_per_angstrom": [[2.52, -0.47, 0.65], [-0.73, 0.52, -0.48], [1.75, -1.59, 1.39], [-2.48, 0.49, -0.65], [0.67, -0.40, 0.38], [-1.95, 1.52, -1.39], [2.42, -1.06, 1.08], [-2.38, 1.08, -1.06], [1.17, -0.50, 0.55], [0.00, -0.04, -0.40], [0.44, -0.12, 0.00], [-1.45, 0.87, -0.08], [0.67, -0.10, 0.29], [-0.27, -0.06, 0.35], [1.05, 1.74, -2.34], [-0.14, 2.23, 1.18], [-0.39, -0.15, 0.07], [-0.04, 0.31, -0.24], [-0.06, -0.36, 0.26], [0.37, 0.22, -0.11], [0.09, -0.21, 0.42], [0.40, -0.10, -0.20], [-0.33, 0.06, 0.13], [-0.18, 0.28, -0.36], [-0.13, -0.80, -0.67], [-0.09, 0.56, 0.17], [0.01, 0.26, 0.20], [-0.04, 0.35, 0.16], [-0.44, 0.02, -0.25], [-0.11, -0.36, 0.30], [0.32, -0.25, -0.28], [0.43, -0.32, -0.92], [-0.32, -0.02, 0.35], [0.02, 0.18, 0.32], [-0.34, -0.15, 0.20], [0.14, -0.43, 0.27], [0.37, 0.22, -0.09], [-0.09, -0.16, -0.45], [-0.41, -0.95, -0.50], [0.55, 0.29, 0.14], [-0.12, 0.52, 0.09], [0.45, -0.16, 0.13], [0.27, -0.05, -0.46], [-0.39, 0.19, -0.12], [-0.13, -0.45, 0.12], [0.54, -0.52, -0.17], [-2.80, -2.20, 2.96], [0.35, 1.18, -0.18], [0.47, 0.13, 0.21], [0.16, 0.01, -0.72], [0.38, -0.22, -0.24], [0.11, -0.29, -0.43], [-0.32, 0.25, -0.19], [-0.18, -0.16, 0.49], [0.99, -0.19, -0.15], [0.23, -0.32, -0.48], [0.24, 0.52, -0.08], [-0.06, 0.42, -0.53], [-0.30, 0.43, -0.20], [0.36, 0.17, 0.32], [-0.26, -0.38, 0.24], [0.03, 0.18, -1.37], [-0.25, 0.52, -0.17], [0.71, 0.07, -0.10], [0.25, 0.44, 0.11], [0.47, 0.11, 0.26], [0.16, -0.37, -0.27], [-0.48, -0.14, 0.22], [-1.68, -2.06, 1.97], [0.80, -0.33, 0.60], [-1.03, 0.12, -0.22]],
  "mulliken_charge": [-0.217, 0.645, -0.208, -0.229, -0.425, -0.223, -0.137, -0.535, 0.889, -1.276, 0.115, 0.661, -0.159, -0.879, -0.651, 1.797, 0.454, 0.473, 0.404, 0.410, 0.492, 0.480, 0.495, 0.384, -1.033, -1.244, 0.546, 0.371, 0.376, 0.310, 0.293, 0.177, -1.394, 0.120, 0.173, 0.419, 0.299, 0.286, -0.434, -1.288, 0.549, 0.356, 0.409, 0.367, 0.245, 0.122, 0.432, 0.158, -1.303, -0.264, 0.480, 0.364, 0.359, 0.414, -0.060, -1.147, -0.051, 0.427, 0.369, 0.328, 0.339, -0.227, -1.214, 0.069, 0.489, 0.370, 0.327, 0.366, -0.464, 0.328, 0.327],
  "max_force_ev_per_a": 4.63,
  "homo_lumo_gap_ha": [0.2290, 0.1433],
  "energy_ha": -4489.4369,
  "total_charge": 4,
  "multiplicity": 5,
  "relative_energy_kj_mol": 0.0,
  "lumo_energy_ev": [-12.75, -14.95]
}